(1)
# C38H45BrF4O5PPdSi

A structure of composition C38H45BrF4O5PPdSi at a distorted geometry (ωB97M-V/def2-TZVPD, the OMol25 dataset).

Last column: Löwdin charge in e.
Cartesian coordinates (Å):
Pd (0.04753, -1.31488, -0.03629)  0.7382
F (3.16053, -2.72598, 5.79951)  0.1624
C (3.00133, -2.59138, 4.49091)  -0.1123
C (3.94703, -1.90268, 3.73351)  -0.1156
F (5.02243, -1.39748, 4.32141)  0.1579
C (3.75613, -1.74528, 2.36271)  -0.1792
F (4.68243, -1.08168, 1.67281)  0.1243
C (2.64013, -2.25978, 1.70961)  -0.2928
P (2.25933, -2.03328, -0.08139)  1.0384
C (3.38593, -0.77758, -0.75419)  -0.3592
C (4.67893, -1.05368, -1.19679)  -0.0889
C (5.41293, -0.05938, -1.81529)  -0.0530
C (4.85043, 1.18652, -2.04649)  -0.0449
C (3.56663, 1.46182, -1.60909)  -0.0501
C (2.84223, 0.49352, -0.93939)  -0.0955
C (2.90223, -3.59628, -0.76699)  -0.3449
C (3.19393, -4.72108, -0.00129)  -0.0843
C (3.76533, -5.83238, -0.59839)  -0.0526
C (4.04563, -5.83388, -1.95469)  -0.0485
C (3.72203, -4.72828, -2.72689)  -0.0524
C (3.13613, -3.62078, -2.14259)  -0.0928
C (1.71153, -2.95688, 2.49001)  -0.5750
Br (0.19613, -3.74788, 1.67331)  0.9794
C (1.88453, -3.13148, 3.85491)  -0.2432
F (0.97763, -3.79618, 4.56141)  0.1056
H (5.10813, -2.03398, -1.06159)  0.1144
H (6.41623, -0.26738, -2.15329)  0.1136
H (5.41593, 1.93852, -2.57509)  0.1149
H (3.11083, 2.41752, -1.80729)  0.1005
H (1.84223, 0.71812, -0.57469)  0.0686
H (2.99733, -4.73788, 1.06091)  0.0911
H (4.00613, -6.69268, 0.00671)  0.1148
H (4.51513, -6.69358, -2.40839)  0.1158
H (3.93993, -4.72738, -3.78359)  0.1152
H (2.87993, -2.75588, -2.74169)  0.1143
C (-4.03117, -2.86988, 1.31141)  0.0135
C (-2.86647, -1.92578, 1.23011)  -0.4055
O (-2.12497, -1.96968, 0.25231)  -0.0577
C (-2.67707, -1.00158, 2.36941)  -0.1682
C (-3.77807, -0.57678, 3.12151)  -0.0277
C (-3.61427, 0.30972, 4.16721)  -0.0611
C (-2.35017, 0.76572, 4.50361)  -0.0479
C (-1.24667, 0.32332, 3.79191)  -0.0535
C (-1.40527, -0.54678, 2.73031)  -0.0439
H (-3.88917, -3.68368, 0.60551)  0.0948
H (-4.94797, -2.34518, 1.04591)  0.1005
H (-4.14117, -3.26898, 2.31591)  0.0994
H (-4.76857, -0.91488, 2.86541)  0.1171
H (-4.47217, 0.64722, 4.72531)  0.1135
H (-2.22187, 1.46192, 5.31761)  0.1134
H (-0.25837, 0.65102, 4.07511)  0.1121
H (-0.51457, -0.90128, 2.19541)  0.0525
C (-0.78057, 4.99192, 0.16531)  -0.0163
C (0.26763, 3.87572, 0.14121)  -0.6347
C (1.64633, 4.44632, -0.20459)  -0.0243
C (0.31583, 3.19732, 1.51401)  -0.0367
O (-0.08767, 2.95332, -0.87449)  -0.0940
Si (-1.17577, 1.73062, -0.75949)  0.0168
O (-0.46927, 0.64072, 0.17411)  -0.3187
O (-2.50457, 2.25932, 0.00921)  -0.0820
C (-3.89167, 2.20562, -0.26359)  -0.6231
C (-4.21297, 3.08562, -1.47529)  -0.0079
C (-4.58827, 2.72792, 0.99691)  -0.0092
C (-4.33097, 0.76632, -0.54369)  -0.0047
O (-1.66737, 1.19682, -2.21699)  -0.0887
C (-1.09427, 0.56422, -3.33949)  -0.6331
C (-0.16357, -0.58018, -2.90499)  -0.0502
C (-2.24537, -0.01818, -4.16959)  -0.0175
C (-0.31307, 1.58632, -4.16609)  -0.0085
H (-0.54457, 5.72292, 0.93171)  0.0886
H (-1.75057, 4.55072, 0.36591)  0.0659
H (-0.81247, 5.49212, -0.79739)  0.0930
H (1.81853, 5.34772, 0.37541)  0.0872
H (1.69893, 4.69272, -1.26189)  0.0882
H (2.42573, 3.72832, 0.03491)  0.0680
H (0.69593, 3.88592, 2.26291)  0.0939
H (0.96483, 2.32562, 1.46881)  0.0736
H (-0.67667, 2.85642, 1.79441)  0.0722
H (-3.94827, 4.12002, -1.27009)  0.0895
H (-5.27447, 3.02972, -1.70229)  0.0910
H (-3.63717, 2.73792, -2.32909)  0.0757
H (-4.23927, 3.73152, 1.22441)  0.0864
H (-4.36357, 2.08522, 1.84691)  0.0698
H (-5.66217, 2.75742, 0.84361)  0.0886
H (-3.85957, 0.41252, -1.45499)  0.0755
H (-5.41047, 0.72642, -0.65369)  0.0952
H (-4.02567, 0.12892, 0.28241)  0.0596
H (-0.75037, -1.29488, -2.28879)  0.0699
H (0.67923, -0.15508, -2.34729)  0.0476
H (0.21763, -1.10448, -3.77839)  0.0936
H (-2.77707, -0.77708, -3.59989)  0.0840
H (-1.85797, -0.46608, -5.08079)  0.0893
H (-2.94507, 0.76802, -4.43829)  0.0893
H (0.39143, 2.11252, -3.52859)  0.0791
H (-0.99257, 2.31482, -4.59849)  0.0937
H (0.21803, 1.08712, -4.97039)  0.0890

Results
- total energy (hartree) = -5583.346852
- total charge = +1

***

(2)
# C38H45BrN4Sn

A structure of composition C38H45BrN4Sn (ωB97M-V/def2-TZVPD, the OMol25 dataset).

Last column: Löwdin charge in e.
Cartesian coordinates (Å):
Sn (-0.04378, -0.93004, -0.62525)  1.5617
Br (5.77336, 3.61881, -1.30925)  0.8285
C (4.55232, 2.24303, -1.69439)  -0.6743
C (3.23291, 2.36429, -1.27770)  -0.1052
C (2.35318, 1.32796, -1.52154)  -0.0425
C (2.76439, 0.17227, -2.18602)  -0.2788
C (4.08666, 0.07480, -2.61497)  -0.0021
C (4.97598, 1.10552, -2.37030)  -0.0888
N (1.81402, -0.86573, -2.31913)  -0.0217
C (1.89883, -1.79117, -3.19116)  -0.0434
C (0.92386, -2.88699, -3.22911)  -0.2643
C (0.96219, -3.84772, -4.22532)  0.0235
C (0.01938, -4.86840, -4.20948)  -0.0036
C (-0.92219, -4.89643, -3.19547)  -0.0073
C (-0.89795, -3.88799, -2.24092)  -0.1116
N (-0.00115, -2.90711, -2.25552)  -0.0358
H (2.90670, 3.26079, -0.76890)  0.0831
H (1.30925, 1.43606, -1.22828)  0.0741
H (4.44642, -0.81983, -3.10710)  0.1187
H (6.00491, 1.02255, -2.69142)  0.1175
H (2.68608, -1.80030, -3.94464)  0.1447
H (1.71043, -3.79631, -5.00516)  0.1312
H (0.01915, -5.62624, -4.98094)  0.1300
H (-1.66397, -5.68009, -3.13822)  0.1252
H (-1.62644, -3.86609, -1.43771)  0.1198
C (-1.37352, 0.03487, -3.55431)  -0.0534
C (-2.66364, 0.51909, -2.88697)  -0.3551
C (-3.25455, -0.49726, -1.90605)  -0.0587
C (-2.45298, 1.92411, -2.34846)  -0.1380
C (-2.93405, 2.96808, -3.12640)  -0.0134
C (-2.74640, 4.29086, -2.76187)  -0.0269
C (-2.02872, 4.58203, -1.61991)  -0.0143
C (-1.53549, 3.57911, -0.79214)  -0.1320
C (-0.63012, 4.00354, 0.35859)  -0.3809
C (0.62655, 4.68610, -0.19776)  -0.0452
C (-1.35374, 4.91427, 1.35357)  -0.0457
C (-1.79523, 2.23952, -1.14659)  -0.1583
N (-1.36502, 1.20011, -0.26077)  -0.0099
C (-1.75016, 1.32027, 0.95201)  -0.0865
C (-1.25241, 0.48081, 2.05080)  -0.0828
N (-0.41412, -0.45344, 1.84334)  -0.0256
C (0.10706, -1.19520, 2.93783)  -0.1566
C (-0.74411, -1.70492, 3.93616)  -0.1322
C (-0.15030, -2.32867, 5.02754)  -0.0138
C (1.22058, -2.46472, 5.12831)  -0.0234
C (2.03727, -2.03368, 4.09432)  -0.0142
C (1.50155, -1.40928, 2.98081)  -0.1360
C (2.42311, -1.00540, 1.84139)  -0.3991
C (3.71652, -0.33238, 2.29968)  -0.0457
C (2.74769, -2.24699, 0.99687)  -0.0647
C (-2.26015, -1.74181, 3.82238)  -0.3910
C (-2.94354, -1.03374, 4.99463)  -0.0485
C (-2.73213, -3.19808, 3.71398)  -0.0492
H (-1.47811, -0.98528, -3.92620)  0.0854
H (-0.51381, 0.07876, -2.87150)  0.0036
H (-1.11901, 0.68142, -4.39425)  0.1048
H (-3.39929, 0.61458, -3.68722)  0.1375
H (-2.58370, -0.73205, -1.07324)  -0.0066
H (-3.48508, -1.42674, -2.42816)  0.0892
H (-4.17921, -0.11474, -1.47291)  0.1011
H (-3.47668, 2.73629, -4.03427)  0.1250
H (-3.14614, 5.08711, -3.37486)  0.1218
H (-1.84272, 5.61613, -1.36166)  0.1225
H (-0.28627, 3.12636, 0.91159)  0.1091
H (0.38576, 5.64015, -0.66588)  0.0911
H (1.11185, 4.05801, -0.94855)  0.0577
H (1.33821, 4.87860, 0.60687)  0.0937
H (-1.67495, 5.84079, 0.87842)  0.0852
H (-0.68895, 5.17636, 2.17704)  0.0905
H (-2.24100, 4.43404, 1.77084)  0.0788
H (-2.46749, 2.09541, 1.22331)  0.1483
H (-1.55608, 0.75484, 3.06166)  0.1434
H (-0.77983, -2.72238, 5.81470)  0.1227
H (1.65719, -2.92297, 6.00532)  0.1215
H (3.10649, -2.18221, 4.16631)  0.1208
H (1.90361, -0.26746, 1.21312)  0.0741
H (4.36770, -1.04145, 2.81077)  0.0845
H (3.51216, 0.49552, 2.97778)  0.0958
H (4.26201, 0.05386, 1.43674)  0.0816
H (3.27113, -2.98864, 1.60082)  0.0984
H (3.38424, -1.98617, 0.15083)  0.0774
H (1.84031, -2.74431, 0.62170)  0.0510
H (-2.57582, -1.24163, 2.90464)  0.1045
H (-2.69121, -1.51032, 5.94157)  0.0845
H (-4.02669, -1.07504, 4.87942)  0.0898
H (-2.64738, 0.01502, 5.06261)  0.0782
H (-2.58560, -3.73236, 4.65274)  0.0865
H (-2.18514, -3.73150, 2.93421)  0.0824
H (-3.79501, -3.23087, 3.47255)  0.0867

Results
- total energy (hartree) = -4481.839016
- total charge = +2

***

(3)
# C38H45N4O5PSSeW

A structure of composition C38H45N4O5PSSeW at a distorted geometry (ωB97M-V/def2-TZVPD, the OMol25 dataset).

Last column: Löwdin charge in e.
Cartesian coordinates (Å):
W (0.17055, 0.14574, -0.08126)  1.5345
C (0.27807, 2.38020, 2.28931)  0.0171
O (0.75400, 1.95998, 0.95818)  -0.2805
C (2.08116, 2.34890, 0.65144)  -0.2175
C (2.48648, 3.66460, 0.67133)  -0.0062
C (3.61738, 4.04315, -0.07167)  -0.0409
C (4.37585, 3.05141, -0.72869)  -0.0658
C (4.01966, 1.73671, -0.64628)  -0.0148
C (2.85153, 1.31399, 0.03931)  -0.2119
N (2.29676, 0.02045, -0.10980)  -0.0406
N (1.60307, -0.51570, 0.97131)  -0.1317
C (1.67726, -0.93739, 2.25061)  -0.1048
C (0.30307, -0.93856, 2.61054)  -0.2747
O (-0.70968, -0.62103, 1.76247)  -0.1883
C (0.03270, -1.43438, 3.95431)  0.0439
C (1.09081, -1.71502, 4.73871)  0.0323
C (2.45851, -1.76874, 4.34293)  -0.1539
C (3.44773, -2.03291, 5.23682)  -0.0089
C (4.73983, -1.92386, 4.78586)  -0.0297
C (5.09728, -1.63862, 3.46848)  -0.0246
C (4.10529, -1.17667, 2.63251)  -0.0018
C (2.80202, -1.24830, 3.05121)  -0.0959
H (-0.10196, 3.41260, 2.27514)  0.0892
H (1.16831, 2.33046, 2.96149)  0.1300
H (-0.46067, 1.62504, 2.57138)  0.0865
H (1.95208, 4.53407, 1.16125)  0.1501
H (3.91750, 5.12051, -0.06870)  0.1336
H (5.31898, 3.44173, -1.16233)  0.1330
H (4.69456, 1.06475, -1.18154)  0.1290
H (-0.98431, -1.41962, 4.31214)  0.1327
H (0.92773, -2.03737, 5.73963)  0.1280
H (3.24925, -2.26367, 6.28794)  0.1432
H (5.46855, -2.10753, 5.63060)  0.1461
H (6.10059, -1.56469, 3.07120)  0.1230
H (4.48309, -0.68129, 1.69223)  0.1419
N (1.92044, 2.80049, -6.48037)  0.1306
C (2.72108, 2.29999, -5.55140)  -0.8817
S (4.33432, 2.07833, -5.59294)  0.7519
C (1.99901, 1.90627, -4.31888)  -0.1974
C (1.09408, 2.70896, -3.61015)  0.0295
C (0.51490, 2.12465, -2.51427)  -0.1206
N (0.75134, 0.89188, -2.05535)  -0.1122
C (1.60642, 0.09362, -2.75891)  -0.1177
C (2.16634, 0.54262, -3.91161)  0.0119
H (2.20775, 3.12061, -7.41226)  0.1424
H (0.95594, 2.62865, -6.35655)  0.1012
H (0.88972, 3.69342, -3.96971)  0.1276
H (-0.25070, 2.73981, -1.96868)  0.1155
H (1.81481, -0.76711, -2.25507)  0.0732
H (2.78130, -0.11045, -4.42700)  0.0953
C (-4.87079, 2.47476, 4.74737)  -0.0446
C (-4.14287, 2.05442, 3.52153)  -0.2887
C (-4.32218, 0.79308, 2.95858)  0.0172
C (-3.76523, 0.41189, 1.69353)  -0.2769
C (-4.03957, -1.00751, 1.16019)  -0.0615
C (-3.04794, 1.35722, 1.02649)  -0.4439
Se (-2.17750, 0.74841, -0.68885)  0.7390
C (-2.78630, 2.63905, 1.50707)  -0.3007
C (-2.31931, 3.92958, 0.84372)  -0.0426
C (-3.30641, 2.88614, 2.79301)  -0.0280
H (-4.19166, 3.16932, 5.28253)  0.0866
H (-5.17641, 1.65725, 5.44615)  0.0947
H (-5.81354, 3.00778, 4.32724)  0.1303
H (-4.93918, 0.10914, 3.49227)  0.1089
H (-4.31259, -0.93757, 0.11959)  0.0389
H (-4.72987, -1.58979, 1.76650)  0.0887
H (-3.12590, -1.62461, 1.13006)  0.0516
H (-2.31993, 3.72114, -0.23005)  0.0573
H (-1.24578, 4.28147, 0.96097)  0.0883
H (-3.03043, 4.66408, 1.00552)  0.0620
H (-3.15790, 3.92148, 3.17499)  0.1371
C (-4.20094, -4.03970, -2.57792)  -0.0500
C (-3.23014, -3.25923, -1.73446)  -0.2398
O (-1.96996, -3.11211, -2.50366)  -0.2968
P (-1.12846, -1.74625, -2.50843)  0.7920
O (0.12649, -2.22970, -3.34811)  -0.3159
C (0.01340, -2.16143, -4.82430)  -0.2543
C (-0.65715, -3.40373, -5.39146)  -0.0739
O (-0.28053, -1.78558, -1.04112)  -0.5332
C (0.18773, -3.12547, -0.33803)  -0.1380
C (-0.54973, -3.52810, 0.88246)  -0.0411
H (-5.02066, -4.22758, -1.91437)  0.0801
H (-3.84148, -5.01353, -2.88461)  0.0896
H (-4.52009, -3.42578, -3.41251)  0.0888
H (-2.98091, -3.82064, -0.82911)  0.1098
H (-3.58278, -2.30821, -1.39950)  0.0745
H (1.03614, -2.12342, -5.27785)  0.1268
H (-0.40808, -1.24612, -5.22566)  0.1045
H (0.00985, -4.23360, -5.22603)  0.0770
H (-0.71753, -3.32301, -6.52405)  0.1140
H (-1.60967, -3.71713, -5.04691)  0.0505
H (1.25042, -2.93819, -0.17448)  0.1194
H (0.08711, -3.82726, -1.13785)  0.1057
H (-0.09376, -3.02681, 1.73003)  0.0540
H (-0.32100, -4.62059, 1.00904)  0.1305
H (-1.59672, -3.34425, 0.77553)  0.0613

Results
- total energy (hartree) = -5277.727351
- spin multiplicity = 3
- total charge = +2